# 1
The following is a DFT calculation (ωB97M-V/def2-TZVPD) of a molecular structure, C29H30BCdClIN5O2S.

Last column: Löwdin charge in e.
Positions of all 71 atoms, in Å:
Cd (-0.392, -0.840, -0.807)  1.066
C (-2.307, 3.687, -5.031)  -0.075
C (-2.239, 3.147, -3.623)  -0.306
C (-3.330, 2.540, -3.011)  -0.062
C (-3.246, 1.997, -1.738)  -0.048
C (-2.057, 2.036, -0.981)  -0.279
N (-1.873, 1.474, 0.256)  0.049
C (-2.839, 1.487, 1.191)  -0.265
C (-3.946, 2.391, 1.227)  -0.039
C (-4.941, 2.335, 2.187)  -0.088
C (-4.935, 1.383, 3.206)  -0.321
C (-6.024, 1.316, 4.255)  -0.090
C (-3.838, 0.530, 3.235)  -0.016
C (-2.815, 0.583, 2.297)  -0.145
N (-1.735, -0.353, 2.466)  -0.109
C (-1.874, -1.693, 2.636)  -0.111
C (-0.630, -2.199, 2.910)  -0.100
C (0.214, -1.066, 2.885)  -0.204
N (-0.453, 0.051, 2.627)  0.097
C (-0.959, 2.626, -1.641)  -0.187
C (-1.051, 3.165, -2.912)  -0.048
N (0.316, 2.685, -0.981)  -0.090
C (1.104, 3.781, -0.865)  -0.086
C (2.199, 3.414, -0.118)  -0.090
C (1.973, 2.051, 0.180)  -0.180
N (0.840, 1.621, -0.344)  0.046
H (-3.339, 3.707, -5.389)  0.061
H (-1.725, 3.066, -5.721)  0.074
H (-1.910, 4.706, -5.094)  0.063
H (-4.267, 2.457, -3.557)  0.100
H (-4.100, 1.484, -1.317)  0.103
H (-3.999, 3.147, 0.454)  0.095
H (-5.754, 3.059, 2.147)  0.095
H (-6.981, 1.665, 3.854)  0.060
H (-5.798, 1.930, 5.136)  0.063
H (-6.169, 0.290, 4.607)  0.062
H (-3.759, -0.207, 4.032)  0.111
H (-2.832, -2.174, 2.506)  0.120
H (-0.358, -3.235, 3.040)  0.087
H (1.289, -1.023, 3.019)  0.094
H (-0.148, 3.556, -3.374)  0.114
H (0.815, 4.725, -1.304)  0.112
H (3.033, 4.035, 0.170)  0.074
H (2.576, 1.365, 0.765)  0.089
Cl (-3.500, -1.669, -2.294)  0.233
C (-2.557, -1.579, -0.694)  -0.720
H (-2.569, -2.603, -0.339)  -0.072
H (-3.202, -1.005, -0.036)  -0.075
I (0.654, -0.250, -3.524)  -0.313
O (1.875, -2.912, 0.909)  0.026
B (0.934, -2.533, -0.107)  -0.580
O (0.698, -3.733, -0.866)  0.055
C (1.462, -4.732, -0.335)  -0.230
C (1.583, -6.042, -0.736)  -0.004
C (2.462, -6.858, -0.009)  -0.121
C (3.178, -6.356, 1.072)  -0.125
C (3.041, -5.019, 1.467)  -0.014
C (2.175, -4.232, 0.744)  -0.238
H (1.012, -6.415, -1.580)  0.114
H (2.591, -7.893, -0.300)  0.083
H (3.857, -7.004, 1.613)  0.083
H (3.589, -4.619, 2.313)  0.109
C (4.366, 0.451, -2.045)  -0.445
S (3.804, -1.028, -1.197)  0.700
C (4.707, -0.871, 0.352)  -0.429
H (5.420, 0.381, -2.328)  0.021
H (4.193, 1.334, -1.426)  0.015
H (3.737, 0.524, -2.934)  -0.026
H (4.555, 0.120, 0.789)  0.019
H (5.776, -1.058, 0.231)  0.021
H (4.280, -1.621, 1.022)  0.016

The calculation puts the HOMO-LUMO gap at 5.408 eV. Its net charge is -2. For the electronic energy, the calculation gives -2896.11229 Eh. The LUMO energy comes out at 4.378 eV.

***

# 2
The following is a DFT calculation (ωB97M-V/def2-TZVPD) of a molecular structure, C12H14FIN2Pd.

Last column: Mulliken spin population.
Positions of all 31 atoms, in Å:
C (0.713, 2.752, 1.060)  0.066
C (3.081, 0.858, -0.632)  0.566
H (1.445, 3.363, 0.524)  0.013
H (1.282, 2.298, 1.864)  -0.007
H (-0.293, 3.093, 1.153)  -0.014
H (3.098, 0.529, -1.634)  -0.005
H (3.142, 1.916, -0.369)  0.013
H (3.324, 0.296, 0.224)  0.000
C (-2.147, 1.525, -0.425)  -0.034
C (-3.468, 1.294, -0.839)  0.006
C (-3.755, 0.202, -1.649)  -0.006
C (-2.707, -0.643, -1.998)  0.010
H (-1.881, 2.371, 0.204)  0.015
H (-4.223, 1.984, -0.500)  0.002
H (-4.765, 0.018, -1.990)  0.000
H (-2.864, -1.521, -2.611)  0.001
N (-1.149, 0.732, -0.792)  0.126
C (-1.407, -0.374, -1.516)  -0.013
C (-0.268, -1.305, -1.672)  0.004
N (0.888, -0.922, -1.072)  -0.003
C (1.895, -1.787, -0.987)  -0.012
C (0.697, -3.438, -2.266)  -0.004
C (1.850, -3.054, -1.583)  0.005
H (2.776, -1.427, -0.461)  0.005
H (2.718, -3.691, -1.489)  0.001
C (-0.381, -2.562, -2.310)  0.002
H (-1.317, -2.807, -2.806)  0.001
H (0.640, -4.406, -2.748)  0.000
Pd (1.134, 1.134, -0.076)  0.850
I (0.947, 2.714, -2.685)  0.323
F (0.216, -0.064, 1.411)  0.088

The calculation puts the HOMO-LUMO gap (alpha / beta) at 6.468 / 5.650 eV. The expectation value of S² is 2.02. Its spin multiplicity is 3. Its net charge is 0. The energy above the lowest of the compared OMol25 structures with the same formula, charge and spin is 4.029 eV. For the electronic energy, the calculation gives -1100.44973 Eh. The LUMO energy (alpha / beta) comes out at -0.899 / -2.335 eV.

***

# 3
The following is a DFT calculation (ωB97M-V/def2-TZVPD) of 2 unconnected molecules or ions with the total composition C4H11N3O2.

Last column: Löwdin charge in e.
Positions of all 20 atoms, in Å:
C (-0.736, 0.926, 2.501)  -0.030
C (0.678, 0.333, 2.589)  -0.618
O (1.230, -0.022, 1.397)  -0.043
O (1.334, 0.399, 3.551)  0.115
H (-1.648, 0.268, 2.419)  0.068
H (-0.928, 1.703, 1.797)  0.043
H (-1.118, 1.374, 3.622)  0.147
C (-1.713, -0.349, -0.881)  -0.068
C (0.589, -0.346, -1.598)  -0.439
N (-0.248, -0.191, -0.714)  -0.039
N (0.437, -0.689, -3.004)  0.126
N (2.043, -0.226, -1.269)  0.076
H (0.585, 0.053, 0.494)  0.072
H (-0.439, -1.160, -3.163)  0.065
H (1.223, -1.117, -3.430)  0.069
H (2.298, -0.363, -0.236)  0.095
H (2.525, 0.564, -1.686)  0.075
H (-1.929, -1.171, 0.033)  0.144
H (-2.057, -0.678, -1.838)  0.039
H (-2.125, 0.693, -0.583)  0.102

The calculation puts the HOMO-LUMO gap at 10.225 eV. The SMILES is CN=C(N)N.CC(=O)O. Its net charge is 0. The energy above the lowest of the compared OMol25 structures with the same formula, charge and spin is 2.374 eV. For the electronic energy, the calculation gives -473.71551 Eh. The LUMO energy comes out at 0.512 eV.

***

# 4
The following is a DFT calculation (ωB97M-V/def2-TZVPD) of a molecular structure, C11H38O11.

Last column: Löwdin charge in e.
Positions of all 60 atoms, in Å:
C (1.664, -2.406, 0.114)  -0.262
C (2.424, -1.176, 0.645)  -0.216
O (3.230, -0.431, -0.258)  -0.047
O (2.526, -3.490, 0.042)  -0.013
H (1.275, -2.156, -0.873)  0.127
H (0.815, -2.577, 0.775)  0.066
H (2.970, -1.339, 1.575)  0.136
H (1.634, -0.452, 0.845)  0.050
H (3.689, -1.068, -0.810)  0.096
H (2.315, -3.919, -0.791)  0.091
C (2.005, 2.008, -3.455)  -0.204
C (1.371, 1.807, -2.079)  -0.245
O (2.408, 2.047, -1.033)  -0.096
O (2.100, 3.423, -3.705)  -0.057
H (1.434, 1.512, -4.240)  0.123
H (3.008, 1.582, -3.487)  0.115
H (0.958, 0.802, -1.982)  0.101
H (0.495, 2.455, -2.050)  0.116
H (3.134, 1.437, -1.178)  0.073
H (2.724, 3.729, -3.043)  0.080
C (-2.373, -3.039, 0.179)  -0.233
C (-1.037, -2.254, 0.013)  -0.259
O (-0.385, -2.732, -1.071)  -0.065
O (-2.226, -4.340, 0.604)  -0.021
H (-2.900, -2.973, -0.773)  0.119
H (-3.019, -2.560, 0.915)  0.102
H (-0.388, -2.466, 0.862)  0.085
H (-1.236, -1.186, -0.085)  0.096
H (-0.215, -3.677, -1.073)  0.107
H (-1.604, -4.797, 0.033)  0.078
C (0.805, 3.858, -0.131)  -0.154
O (0.214, 5.153, -0.193)  -0.099
H (-0.005, 3.182, 0.144)  0.075
H (1.014, 3.532, -1.150)  0.038
H (1.690, 3.746, 0.494)  0.101
H (0.304, 5.625, 0.638)  0.071
C (-2.828, 0.199, -1.242)  -0.119
O (-2.514, 1.004, -0.105)  -0.151
H (-2.779, -0.872, -1.046)  0.046
H (-3.867, 0.346, -1.537)  0.080
H (-2.161, 0.414, -2.077)  0.083
H (-1.589, 0.838, 0.091)  -0.226
C (0.321, 0.848, 0.114)  -0.108
O (-0.838, 0.322, 0.646)  -0.150
H (0.233, 1.715, -0.540)  0.052
H (0.961, 1.030, 0.978)  0.095
H (0.771, 0.131, -0.573)  0.089
H (-0.549, -0.144, 1.434)  -0.086
C (-2.897, -0.141, 2.249)  -0.116
O (-3.930, -1.144, 2.231)  -0.109
H (-1.951, -0.363, 1.755)  0.050
H (-3.226, 0.736, 1.692)  0.088
H (-2.711, 0.158, 3.281)  0.086
H (-4.464, -0.996, 1.446)  0.077
C (0.541, 0.146, 2.948)  -0.042
O (0.328, -0.804, 1.939)  -0.184
H (-0.409, 0.419, 3.406)  0.101
H (1.258, -0.171, 3.706)  0.120
H (0.824, 1.134, 2.583)  0.106
H (0.659, -1.665, 2.204)  0.140

The calculation puts the HOMO-LUMO gap at 8.544 eV. Its net charge is 0. The energy above the lowest of the compared OMol25 structures with the same formula, charge and spin is 12.393 eV. For the electronic energy, the calculation gives -1268.98370 Eh. The LUMO energy comes out at -0.094 eV.

***

# 5
The following is a DFT calculation (ωB97M-V/def2-TZVPD) of 9 unconnected molecules or ions with the total composition C4H27N2O9.

Last column: Löwdin charge in e.
Positions of all 42 atoms, in Å:
N (1.044, -0.522, 1.458)  0.194
C (-0.184, 0.129, 0.679)  -0.186
C (0.360, 1.489, 0.231)  -0.066
C (-0.526, -0.742, -0.572)  -0.399
N (-0.918, -2.061, -0.592)  0.040
C (-0.945, -2.835, 0.611)  -0.089
O (-0.477, -0.033, -1.577)  0.031
H (0.575, -0.926, 2.304)  0.151
H (1.574, -1.304, 0.924)  0.174
H (1.791, 0.307, 1.610)  0.153
H (-1.053, 0.386, 1.215)  0.087
H (0.106, 2.271, 0.839)  0.042
H (1.509, 1.631, 0.007)  0.107
H (-0.152, 1.964, -0.717)  0.110
H (-1.081, -2.482, -1.444)  0.118
H (-1.770, -2.243, 1.326)  0.160
H (-0.002, -2.965, 1.052)  0.037
H (-1.289, -3.882, 0.591)  0.098
H (-1.303, 1.462, 4.266)  0.159
H (-1.948, 1.031, 2.857)  -0.071
O (-1.301, 0.719, 3.464)  -0.124
H (1.759, -4.407, -0.855)  -0.032
H (2.186, -3.783, -2.197)  0.111
O (1.939, -3.604, -1.218)  -0.052
H (1.160, 3.447, -2.875)  0.033
H (-0.207, 4.101, -2.957)  0.096
O (0.374, 3.540, -2.326)  -0.090
H (4.287, 0.569, 1.717)  0.070
H (3.682, 2.082, 1.459)  0.078
O (3.524, 1.134, 1.559)  -0.068
H (0.669, 0.418, -4.841)  0.049
H (0.091, -0.619, -3.781)  0.029
O (0.920, -0.300, -4.221)  -0.100
H (-2.978, 2.686, 1.446)  0.100
H (-4.204, 1.790, 1.723)  0.058
O (-3.251, 1.826, 1.877)  -0.068
H (-3.611, -0.020, -0.078)  -0.040
H (-5.090, -0.703, -0.041)  0.047
O (-4.503, 0.037, 0.004)  0.005
H (3.884, -0.068, -1.018)  0.114
H (2.339, 0.201, -1.319)  0.069
O (3.020, 0.280, -0.590)  -0.136

The calculation puts the HOMO-LUMO gap at 10.508 eV. Its net charge is +1. The energy above the lowest of the compared OMol25 structures with the same formula, charge and spin is 5.161 eV. For the electronic energy, the calculation gives -954.93726 Eh. The LUMO energy comes out at -2.470 eV.

***

Question: The highest electronic energy belongs to which entry?
Answer: C4H11N3O2

***

Question: Number 3 is which compound?
Answer: C4H11N3O2